Entry from the Open Molecules 2025 dataset: a cluster of 11 separate species, C24H62O15S9 in total at a distorted geometry (ωB97M-V/def2-TZVPD).

Output
Maximum force   3.31 eV Å⁻¹
LUMO level   0.25 eV
HOMO level   -8.45 eV
Orbital gap   8.705 eV

Structure (ORCA input):
```
! RIJCOSX wB97M-V def2-TZVPD def2/J DEFGRID3
* xyz 0 1
C 3.98 2.99 -0.01
S 4.94 1.96 -1.11
O 4.03 0.84 -1.50
C 4.84 3.09 -2.50
H 3.89 2.39 0.92
H 2.98 3.13 -0.44
H 4.44 3.94 0.28
H 5.29 2.58 -3.35
H 5.31 4.05 -2.31
H 3.75 3.11 -2.76
C -2.06 1.73 0.21
S -3.59 2.76 0.28
O -3.16 4.17 0.24
C -4.24 2.51 -1.42
H -1.44 2.27 -0.48
H -2.39 0.72 -0.01
H -1.61 1.78 1.20
H -3.39 2.76 -2.09
H -5.00 3.26 -1.52
H -4.55 1.51 -1.70
C -2.43 -5.11 1.15
S -2.75 -5.06 2.95
O -4.15 -4.55 3.07
C -2.73 -6.89 3.28
H -1.41 -5.33 0.77
H -2.71 -4.11 0.76
H -3.12 -5.85 0.73
H -3.46 -7.36 2.55
H -3.19 -6.93 4.26
H -1.73 -7.21 3.06
C 1.71 -4.78 -3.61
S 2.65 -3.18 -3.58
O 1.68 -2.15 -4.07
C 2.62 -2.97 -1.69
H 0.66 -4.66 -3.31
H 2.34 -5.51 -3.08
H 1.66 -5.13 -4.66
H 2.91 -3.87 -1.16
H 1.58 -2.76 -1.43
H 3.30 -2.12 -1.49
C 1.01 -2.26 4.64
S 2.39 -1.09 4.75
O 2.29 -0.50 6.14
C 3.71 -2.45 4.71
H 0.91 -2.55 3.59
H 0.10 -1.76 4.93
H 1.09 -3.14 5.31
H 3.91 -2.72 3.67
H 3.27 -3.32 5.17
H 4.66 -2.11 5.15
C -0.38 6.31 0.32
S 1.00 5.24 -0.17
O 0.79 3.87 0.42
C 0.58 5.16 -1.92
H -0.32 7.30 -0.15
H -0.41 6.34 1.40
H -1.34 5.83 0.07
H -0.48 5.02 -2.16
H 1.20 4.40 -2.43
H 0.95 6.08 -2.41
C 0.01 1.49 -4.10
S 1.48 2.19 -5.12
O 1.80 3.40 -4.28
C 2.78 0.97 -4.73
H -0.22 0.50 -4.48
H -0.83 2.19 -4.23
H 0.41 1.46 -3.10
H 3.74 1.41 -5.02
H 2.68 0.05 -5.29
H 2.86 0.65 -3.68
C -6.15 -1.84 1.45
S -4.48 -1.97 0.69
O -4.44 -0.93 -0.38
C -3.45 -1.20 2.05
H -6.24 -2.42 2.37
H -6.86 -2.17 0.69
H -6.29 -0.79 1.71
H -2.35 -1.39 1.81
H -3.59 -1.68 3.02
H -3.58 -0.12 2.01
C -3.59 -2.23 -2.88
S -2.24 -2.30 -1.69
O -1.76 -3.71 -1.82
C -1.20 -1.23 -2.82
H -3.38 -2.98 -3.63
H -3.73 -1.28 -3.33
H -4.47 -2.51 -2.33
H -0.15 -1.29 -2.46
H -1.65 -0.23 -2.76
H -1.18 -1.71 -3.80
C 0.88 4.21 3.90
C 2.20 3.83 3.19
O 1.95 2.48 2.83
C 0.63 2.14 2.96
O 0.12 1.14 2.62
O -0.01 3.18 3.55
H 0.46 5.15 3.46
H 0.96 4.31 4.99
H 3.07 3.80 3.84
H 2.31 4.46 2.33
C 1.12 0.20 -0.23
C 2.25 -0.21 0.74
O 1.74 -1.31 1.47
C 0.43 -1.55 1.12
O -0.33 -2.36 1.59
O 0.10 -0.75 0.08
H 1.41 0.03 -1.28
H 0.69 1.20 -0.08
H 2.60 0.60 1.40
H 3.10 -0.53 0.16
*
```

Atomic partial charges in e from the Löwdin method, atoms 1 to 99: -0.270, 0.845, -0.559, -0.254, 0.047, 0.036, 0.070, 0.039, 0.060, 0.044, -0.228, 0.821, -0.573, -0.239, 0.031, 0.032, 0.035, 0.048, 0.035, 0.038, -0.266, 0.800, -0.579, -0.248, 0.068, -0.011, 0.054, 0.071, 0.038, 0.035, -0.252, 0.851, -0.589, -0.208, 0.055, 0.046, 0.050, 0.047, 0.043, 0.041, -0.262, 0.827, -0.579, -0.226, 0.023, 0.055, 0.064, 0.042, 0.026, 0.052, -0.241, 0.827, -0.546, -0.260, 0.064, 0.035, 0.037, 0.066, 0.013, 0.067, -0.199, 0.872, -0.610, -0.265, 0.024, 0.054, 0.033, 0.047, 0.032, 0.033, -0.227, 0.809, -0.621, -0.204, 0.053, 0.043, 0.052, 0.050, 0.051, 0.038, -0.258, 0.814, -0.555, -0.250, 0.056, 0.043, 0.027, 0.023, 0.046, 0.058, -0.106, -0.121, 0.012, -0.549, 0.179, 0.062, 0.124, 0.134, 0.139